# 1
79
Properties=species:S:1:pos:R:3:lowdin_spin:R:1 method="wB97M-V/def2-TZVPD" charge=+1 multiplicity=2 homo_ev="-11.833 / -11.833"
Br -0.666 4.236 -2.282 0.000
C -0.540 6.167 -2.079 0.000
C -1.432 6.812 -3.076 0.000
Br -0.611 6.851 -4.883 0.000
H 0.501 6.485 -2.139 0.000
H -0.835 6.372 -1.050 0.000
H -1.429 7.879 -2.856 0.000
H -2.436 6.393 -3.157 0.000
Br 1.292 0.964 -0.560 -0.001
C -0.651 1.303 -0.234 0.004
C -1.265 0.182 0.510 0.071
Br -3.171 0.408 0.885 0.593
H -1.106 1.531 -1.198 0.001
H -0.705 2.190 0.397 0.002
H -0.684 -0.162 1.366 0.016
H -1.257 -0.726 -0.093 0.026
Br 4.934 0.954 -0.929 0.000
C 4.095 -0.048 -2.398 0.000
C 5.079 -0.172 -3.614 0.000
Br 4.207 -0.833 -5.259 0.000
H 3.155 0.453 -2.629 0.000
H 3.771 -1.033 -2.063 0.000
H 5.939 -0.813 -3.420 0.000
H 5.545 0.805 -3.740 0.000
Br 0.903 -3.335 1.655 0.000
C 2.357 -2.158 0.907 0.000
C 2.653 -0.988 1.781 0.000
Br 3.365 -1.508 3.542 0.000
H 2.192 -1.765 -0.096 0.000
H 3.287 -2.715 0.792 0.000
H 1.743 -0.410 1.943 0.000
H 3.427 -0.310 1.420 0.000
Br -3.606 -5.206 -1.487 0.002
C -4.894 -3.767 -0.890 0.001
C -4.507 -2.433 -1.473 0.006
Br -5.921 -1.071 -1.392 0.267
H -4.888 -3.614 0.189 0.000
H -5.866 -4.129 -1.226 0.000
H -4.204 -2.631 -2.501 0.001
H -3.630 -1.986 -1.005 0.003
C 1.466 -3.621 -3.017 0.000
C 1.090 -2.202 -3.397 0.000
C 0.547 -1.914 -4.811 0.000
O -0.589 -1.177 -4.539 0.000
C -0.770 -0.959 -3.251 0.000
O -1.654 -0.209 -2.849 0.000
O 0.157 -1.646 -2.498 0.000
H 0.565 -4.229 -2.941 0.000
H 1.990 -3.539 -2.065 0.000
H 2.087 -4.153 -3.739 0.000
H 1.917 -1.562 -3.089 0.000
H 0.550 -2.800 -5.445 0.000
H 1.179 -1.241 -5.391 0.000
C 4.352 4.413 1.657 0.000
C 3.350 3.271 1.663 0.000
C 3.233 2.561 3.012 0.000
O 1.834 2.612 3.271 0.000
C 1.215 3.366 2.352 0.000
O -0.001 3.545 2.355 0.001
O 2.131 3.807 1.461 0.000
H 4.620 4.816 0.680 0.000
H 5.228 4.037 2.185 0.000
H 4.037 5.297 2.210 0.000
H 3.576 2.581 0.850 0.000
H 3.728 3.126 3.802 0.000
H 3.631 1.554 2.885 0.000
C -4.645 -1.192 3.974 0.002
C -4.532 -2.348 4.887 0.001
C -4.359 -3.672 4.299 0.000
O -3.298 -4.314 5.101 0.000
C -2.836 -3.415 5.963 0.000
O -1.955 -3.647 6.768 0.000
O -3.391 -2.230 5.712 0.000
H -3.746 -1.172 3.358 0.002
H -4.812 -0.217 4.433 0.000
H -5.516 -1.355 3.340 0.000
H -5.341 -2.427 5.614 0.000
H -3.909 -3.651 3.306 0.000
H -5.268 -4.269 4.232 0.000

# 2
67
Properties=species:S:1:pos:R:3:lowdin_charge:R:1 method="wB97M-V/def2-TZVPD" charge=+2 homo_ev="-12.875 / -12.875"
P 0.085 -1.960 -4.163 0.851
P 0.396 1.206 -4.081 0.869
C -0.155 -0.999 -5.772 -0.418
C 0.558 0.354 -5.753 -0.413
H -1.244 -0.865 -5.897 0.079
H 0.211 -1.624 -6.607 0.088
H 1.639 0.237 -5.949 0.080
H 0.144 1.031 -6.522 0.088
C -1.288 1.909 -4.351 -0.275
H -1.506 2.619 -3.535 0.046
H -2.047 1.109 -4.333 0.045
H -1.340 2.440 -5.319 0.058
C 1.386 2.704 -4.500 -0.285
H 0.977 3.223 -5.387 0.054
H 2.431 2.411 -4.698 0.046
H 1.366 3.387 -3.635 0.038
C -0.854 -3.452 -4.682 -0.302
H -0.769 -4.205 -3.883 0.033
H -0.468 -3.873 -5.629 0.053
H -1.917 -3.186 -4.805 0.043
C 1.795 -2.552 -4.533 -0.279
H 2.513 -1.718 -4.469 0.040
H 1.848 -3.005 -5.540 0.057
H 2.062 -3.310 -3.780 0.039
Ce 0.219 -1.055 2.030 1.633
C 0.680 1.486 -0.327 -0.098
C -0.650 1.406 -0.492 -0.063
C -1.364 0.473 -1.425 -0.215
C -1.835 -0.924 -0.944 -0.138
C -0.772 -1.868 -0.439 -0.170
C 0.579 -1.778 -0.587 -0.190
C 1.330 -0.805 -1.452 -0.242
C 1.738 0.601 -0.916 -0.174
C 0.318 -2.950 3.233 -0.142
H 1.064 2.225 0.384 0.124
H -1.294 2.001 0.170 0.128
H -0.727 0.312 -2.309 -0.013
H -2.255 1.002 -1.796 0.127
H -2.617 -0.790 -0.174 0.133
H -2.348 -1.399 -1.804 0.142
H -1.178 -2.735 0.114 0.133
H 1.209 -2.542 -0.096 0.125
H 0.752 -0.637 -2.378 -0.061
H 2.254 -1.299 -1.795 0.130
H 2.558 0.469 -0.183 0.122
H 2.199 1.131 -1.776 0.117
H 1.311 -2.876 3.706 0.076
H 0.218 -3.847 2.615 0.069
H -0.493 -2.842 3.969 0.070
C -0.568 1.604 9.641 -0.030
C -0.364 1.448 8.161 -0.239
C -0.957 0.377 7.488 -0.012
C -0.930 0.304 6.093 -0.049
C -0.289 1.318 5.379 -0.276
C 0.409 2.340 6.041 -0.029
C 0.378 2.392 7.433 0.003
S -0.392 1.403 3.602 0.610
O 0.964 0.915 3.090 -0.420
O -1.344 0.279 3.199 -0.415
O -0.768 2.714 3.192 -0.191
H -1.629 1.737 9.891 0.101
H -0.218 0.721 10.187 0.096
H -0.023 2.472 10.020 0.086
H -1.472 -0.400 8.063 0.133
H -1.392 -0.534 5.575 0.107
H 0.974 3.078 5.471 0.131
H 0.901 3.189 7.965 0.131

Total energy in eV, matching the order above: -742272.7875, -71896.3616